[1]
{
  "formula": "C37H67NO2P2RhSi5Te",
  "method": "ωB97M-V/def2-TZVPD",
  "elements": ["Rh", "C", "P", "C", "C", "C", "P", "C", "C", "H", "H", "H", "H", "H", "H", "H", "H", "H", "H", "H", "H", "H", "H", "H", "H", "C", "Si", "C", "C", "Si", "Te", "Si", "C", "C", "C", "Si", "C", "C", "C", "H", "H", "H", "H", "H", "H", "H", "H", "H", "H", "H", "H", "H", "H", "H", "H", "H", "H", "H", "H", "H", "H", "H", "H", "H", "H", "H", "C", "Si", "C", "C", "C", "C", "C", "C", "C", "H", "H", "H", "H", "H", "H", "H", "H", "H", "H", "H", "C", "C", "C", "C", "C", "C", "N", "C", "C", "C", "C", "C", "C", "H", "H", "H", "H", "H", "H", "H", "H", "H", "H", "C", "O", "C", "O", "H", "H", "H"],
  "coordinates": [[0.85285, -2.05089, 0.20851], [1.68416, -5.02820, 1.49521], [2.51350, -3.49471, 0.89150], [4.04014, -4.23391, 0.21503], [3.12833, -2.84625, 2.51009], [1.90268, -2.42228, 3.30422], [0.93370, -1.24430, 2.24945], [1.92274, 0.27737, 2.55498], [-0.48861, -0.95951, 3.36965], [2.22399, -5.46729, 2.34010], [1.64562, -5.75398, 0.67982], [0.65793, -4.80632, 1.77931], [4.52489, -4.84562, 0.97687], [4.71707, -3.44962, -0.12585], [3.79100, -4.84475, -0.65412], [3.76346, -1.97718, 2.31203], [3.74186, -3.59088, 3.02762], [2.16175, -1.94151, 4.25277], [1.27500, -3.28684, 3.53413], [2.33431, 0.28601, 3.56808], [1.28989, 1.15151, 2.40335], [2.73106, 0.32798, 1.82660], [-0.14631, -0.83259, 4.39877], [-1.16284, -1.81536, 3.32396], [-1.02913, -0.06368, 3.06083], [1.55248, 4.00786, 3.69009], [-0.26849, 3.61443, 3.98358], [-0.97722, 5.09184, 4.91139], [-0.30329, 2.17500, 5.19999], [-1.30908, 3.08384, 1.94835], [-0.53626, 1.61578, -0.11705], [-3.55705, 2.52966, 2.30819], [-3.72546, 0.88780, 3.22626], [-4.50002, 2.33289, 0.69244], [-4.50200, 3.79848, 3.34271], [-1.20803, 5.03109, 0.60952], [-1.75143, 6.61531, 1.49088], [-2.27252, 4.90048, -0.93468], [0.57154, 5.29957, 0.05745], [2.09959, 4.04737, 4.63578], [1.66609, 4.97571, 3.19586], [2.02439, 3.26100, 3.04987], [-0.38318, 5.25625, 5.81316], [-2.01707, 4.93262, 5.20397], [-0.95187, 6.00184, 4.31290], [0.00697, 2.50345, 6.19544], [0.37240, 1.38396, 4.87253], [-1.29976, 1.73619, 5.28442], [-3.32609, 0.06423, 2.63775], [-4.77947, 0.67989, 3.43032], [-3.19160, 0.89293, 4.17918], [-3.92185, 1.75578, -0.03182], [-4.71291, 3.30032, 0.23469], [-5.45085, 1.82307, 0.86999], [-4.06137, 3.91634, 4.33548], [-5.54228, 3.48766, 3.46699], [-4.49326, 4.78141, 2.86570], [-2.80015, 6.56627, 1.79366], [-1.62421, 7.47782, 0.83148], [-1.16233, 6.79426, 2.39118], [-3.32543, 4.75871, -0.68522], [-1.96436, 4.04710, -1.53799], [-2.18192, 5.80918, -1.53645], [1.23537, 5.46873, 0.90814], [0.64407, 6.16335, -0.60908], [0.93813, 4.42070, -0.47492], [-1.21242, -2.02251, -4.20825], [-0.78981, -0.38102, -3.44553], [-2.28072, 0.74554, -3.39228], [0.59491, 0.45411, -4.39437], [1.31691, 1.49202, -3.79799], [2.34482, 2.13043, -4.47408], [2.67918, 1.73679, -5.76355], [1.98035, 0.70480, -6.36996], [0.94634, 0.07511, -5.68901], [-1.66505, -1.90046, -5.19555], [-1.91328, -2.56306, -3.56896], [-0.31334, -2.63187, -4.30966], [-2.69080, 0.87350, -4.39783], [-2.00799, 1.72744, -3.00177], [-3.05531, 0.33196, -2.74529], [1.07531, 1.79929, -2.78576], [2.89596, 2.92738, -3.98935], [3.48800, 2.22932, -6.29021], [2.24888, 0.38088, -7.36836], [0.41235, -0.73428, -6.17516], [-1.00915, -6.84623, -1.22757], [0.20414, -6.80273, -1.89638], [0.87413, -5.60466, -2.10418], [0.35019, -4.37659, -1.64367], [-0.89123, -4.44678, -0.97242], [-1.54601, -5.64362, -0.76945], [0.99692, -3.16125, -1.69213], [2.00493, -2.89243, -2.58089], [2.87692, -1.81566, -2.30161], [3.91347, -1.47828, -3.15025], [4.11159, -2.15535, -4.35014], [3.21151, -3.15590, -4.68888], [2.18267, -3.52202, -3.83485], [-1.52330, -7.78503, -1.06570], [0.65249, -7.72229, -2.25795], [1.84102, -5.62492, -2.58664], [-1.32958, -3.51748, -0.63367], [-2.49949, -5.64241, -0.25177], [2.68629, -1.23306, -1.40459], [4.56939, -0.65772, -2.88012], [4.91947, -1.88300, -5.01735], [3.30307, -3.66210, -5.64420], [1.48124, -4.27993, -4.15626], [-2.58926, -1.30050, 0.37055], [-1.88090, -1.17069, -0.83485], [-0.56972, -0.75526, -0.69355], [-0.08570, -0.60141, -1.94376], [-3.06084, -0.34791, 0.62713], [-1.91455, -1.60247, 1.17500], [-3.35334, -2.06507, 0.22809]],
  "mulliken_charge": [-0.187, -1.730, 1.082, -1.457, -0.943, -1.254, 1.174, -0.776, -1.071, 0.441, 0.408, 0.289, 0.480, 0.342, 0.301, 0.358, 0.503, 0.559, 0.390, 0.544, -0.704, 0.407, 0.620, 0.521, -0.356, -1.245, 0.757, -1.099, -0.885, -0.388, -0.656, 0.803, -0.762, -0.964, -1.189, 0.646, -1.184, -0.544, -0.892, 0.410, 0.324, 0.343, 0.365, 0.257, 0.272, 0.494, 0.021, 0.269, -0.079, 0.483, 0.251, 0.016, 0.339, 0.451, 0.260, 0.380, 0.267, 0.263, 0.376, 0.253, 0.204, -0.116, 0.421, 0.233, 0.405, 0.152, -1.107, 0.721, -0.934, 0.325, 0.074, -0.731, -0.441, -0.550, -0.311, 0.518, 0.271, 0.209, 0.473, 0.031, 0.216, 0.192, 0.411, 0.355, 0.374, 0.261, -0.732, -0.706, -0.527, -0.464, -0.497, -0.419, 2.511, -0.186, -0.241, -0.719, -0.785, -0.843, -0.712, 0.371, 0.347, 0.370, 0.385, 0.411, 0.433, 0.373, 0.387, 0.345, 0.431, -0.179, -0.205, -0.235, 0.229, -0.621, 0.055, 0.413],
  "e_above_lowest_kcal_mol": 41.92,
  "gap_ev": 5.99,
  "multiplicity": 1,
  "homo_ha": -0.1321,
  "total_charge": -1
}

[2]
{
  "formula": "C23H30N4O3S",
  "method": "ωB97M-V/def2-TZVPD",
  "elements": ["C", "H", "H", "H", "C", "C", "C", "C", "C", "C", "C", "H", "H", "N", "C", "O", "C", "C", "C", "O", "N", "C", "N", "C", "C", "S", "H", "H", "H", "H", "H", "H", "H", "C", "H", "C", "O", "N", "H", "C", "H", "C", "C", "C", "H", "C", "H", "H", "H", "H", "H", "H", "H", "H", "H", "H", "C", "H", "H", "H", "H"],
  "coordinates": [[0.15250, 4.57839, -3.42205], [0.03529, 5.45809, -4.05112], [1.19016, 4.51465, -3.10271], [-0.47020, 4.70196, -2.53986], [-0.24330, 3.31953, -4.19643], [0.02511, 2.08258, -3.37639], [-0.60757, 1.87840, -2.15557], [-0.35356, 0.74936, -1.40232], [0.53772, -0.20840, -1.86672], [1.17620, -0.01841, -3.08302], [0.91684, 1.11778, -3.82669], [1.42110, 1.25664, -4.77226], [1.87292, -0.76046, -3.44382], [0.84903, -1.35293, -1.07590], [0.08133, -2.45444, -0.96232], [0.41413, -3.40545, -0.27141], [-1.23243, -2.46259, -1.72923], [-2.39107, -2.81045, -0.77884], [-2.51351, -1.70001, 0.23439], [-3.13363, -0.68163, 0.03052], [-1.81062, -1.81405, 1.41158], [-1.00461, -2.79913, 1.93078], [0.05569, -2.49733, 2.60794], [0.66643, -3.60055, 3.10328], [0.05350, -4.77498, 2.82510], [-1.36901, -4.50658, 1.89655], [0.34903, -5.76889, 3.08947], [1.57552, -3.47999, 3.66326], [-1.78585, -0.94763, 1.94414], [-3.32106, -2.85800, -1.34577], [-2.19947, -3.77307, -0.31056], [-1.41698, -1.50491, -2.21349], [-1.16213, -3.23985, -2.49344], [2.12922, -1.28569, -0.38901], [2.94127, -1.22248, -1.11973], [2.18086, -0.02815, 0.48872], [2.82019, 0.95240, 0.16511], [1.43053, -0.11290, 1.59733], [0.98079, -0.98838, 1.86086], [1.32944, 0.96771, 2.55376], [1.89122, 1.79927, 2.12159], [-0.14024, 1.34866, 2.80692], [-0.51020, 0.61027, 4.09032], [0.75007, 0.77626, 4.93389], [0.79088, 0.07998, 5.76987], [1.88435, 0.54551, 3.93217], [2.78198, 1.10215, 4.19373], [2.14231, -0.51335, 3.89816], [0.79668, 1.79180, 5.32984], [-1.39832, 1.01864, 4.57067], [-0.67083, -0.45077, 3.89017], [-0.77140, 1.09515, 1.95573], [-0.21473, 2.42435, 2.96954], [2.23206, -2.19573, 0.20639], [-0.85557, 0.60458, -0.45845], [-1.30605, 2.60871, -1.77774], [-1.71239, 3.37984, -4.62069], [-2.36277, 3.45509, -3.75318], [-1.98409, 2.48465, -5.17587], [-1.88437, 4.24623, -5.25534], [0.37158, 3.26856, -5.10183]],
  "mulliken_charge": [-1.468, 0.453, 0.364, 0.280, 0.115, 1.473, -0.603, 0.609, -1.506, -0.791, -1.313, 0.311, 0.508, 0.747, 0.426, -0.654, -0.422, -0.509, 0.347, -0.633, 0.148, 0.081, -0.236, -0.863, -0.292, -0.093, 0.493, 0.435, 0.135, 0.516, -0.008, 0.218, 0.524, -1.011, 0.423, 0.546, -0.728, 0.668, -0.351, -0.041, 0.646, -0.780, -0.172, -0.787, 0.384, -0.839, 0.336, 0.189, 0.327, 0.509, -0.104, 0.169, 0.392, 0.598, 0.447, 0.360, -1.463, 0.284, 0.353, 0.458, 0.395],
  "e_above_lowest_kcal_mol": 13.23,
  "smiles": "CC(C)c1ccc(N(CC(=O)NC2CCCC2)C(=O)CCC(=O)Nc2nccs2)cc1",
  "gap_ev": 9.29,
  "multiplicity": 1,
  "homo_ha": -0.3212,
  "total_charge": 0
}

[3]
{
  "formula": "C2H3F3N2",
  "method": "ωB97M-V/def2-TZVPD",
  "elements": ["C", "C", "N", "N", "F", "F", "F", "H", "H", "H"],
  "coordinates": [[0.65060, 0.46024, -0.43100], [-1.08861, 0.55394, 0.02883], [0.59653, -1.64426, 0.46379], [1.25039, -0.75283, -0.14588], [-1.74535, -0.56695, -0.13367], [-1.63882, 1.56193, -0.64732], [-1.05109, 0.88306, 1.35758], [0.86724, 0.73982, -1.48278], [0.95976, 1.25518, 0.26941], [1.19937, -2.49013, 0.72104]],
  "mulliken_charge": [-0.496, 0.741, -0.432, 0.033, -0.197, -0.230, -0.244, 0.315, 0.261, 0.248],
  "s2": 2.01,
  "e_above_lowest_kcal_mol": 0.00,
  "gap_ev": [8.42, 9.81],
  "multiplicity": 3,
  "homo_ha": [-0.2697, -0.4196],
  "total_charge": 0
}

[4]
{
  "formula": "C27H52F18N7O17S4",
  "method": "ωB97M-V/def2-TZVPD",
  "elements": ["C", "F", "F", "F", "S", "O", "O", "N", "S", "O", "O", "C", "F", "F", "F", "C", "F", "F", "F", "S", "O", "O", "N", "S", "O", "O", "C", "F", "F", "F", "C", "C", "O", "N", "H", "H", "C", "H", "H", "H", "H", "H", "H", "C", "C", "O", "N", "H", "H", "C", "H", "H", "H", "H", "H", "H", "C", "C", "O", "N", "H", "H", "C", "H", "H", "H", "H", "H", "H", "C", "C", "O", "N", "H", "H", "C", "H", "H", "H", "H", "H", "H", "C", "C", "O", "N", "H", "H", "C", "H", "H", "H", "H", "H", "H", "C", "O", "O", "C", "F", "F", "F", "C", "C", "H", "H", "H", "H", "H", "H", "C", "O", "O", "C", "F", "F", "F", "C", "C", "H", "H", "H", "H", "H", "H"],
  "coordinates": [[0.86385, 0.86882, 1.96735], [0.50367, 0.28427, 3.11397], [0.72390, 2.18668, 2.18586], [2.06707, 0.53144, 1.62941], [-0.28420, 0.36710, 0.58847], [0.13162, 1.07469, -0.57988], [-0.12603, -1.06043, 0.56759], [-1.81254, 0.90545, 1.12520], [-2.82740, -0.15751, 0.48273], [-4.18681, 0.36722, 0.54441], [-2.49039, -0.72998, -0.78579], [-2.77801, -1.66502, 1.67640], [-2.15822, -1.34290, 2.80951], [-4.05353, -1.93734, 1.96743], [-2.23208, -2.71382, 1.11448], [4.61150, 7.04177, -2.31796], [5.03318, 8.04932, -3.06799], [5.11705, 7.15125, -1.08865], [3.28345, 7.07902, -2.20953], [5.23119, 5.45228, -3.09907], [4.52053, 5.26846, -4.34097], [6.63145, 5.71190, -3.30131], [4.93189, 4.38628, -1.83406], [3.84457, 3.37862, -2.40231], [2.52812, 4.00691, -2.44324], [4.18380, 2.51551, -3.49983], [3.73009, 2.26486, -0.85911], [4.93844, 1.95015, -0.38593], [2.97450, 2.81738, 0.09172], [3.17451, 1.09987, -1.22670], [0.29268, 4.53042, -0.48353], [-1.03476, 3.99983, -0.95363], [-1.31081, 3.69231, -2.05256], [-2.03823, 3.59144, 0.16219], [-1.85106, 2.58201, 0.41731], [-1.95805, 4.06364, 1.06066], [-3.45150, 3.71642, -0.33985], [1.01429, 4.36319, -1.29613], [0.65843, 3.96544, 0.37439], [0.24088, 5.59568, -0.25335], [-3.64444, 4.76016, -0.56511], [-4.13029, 3.33790, 0.42007], [-3.49384, 3.08826, -1.22514], [-0.41772, -6.91732, -2.47404], [0.31751, -5.64556, -2.74758], [1.46850, -5.55595, -3.00367], [-0.46598, -4.39107, -2.47251], [-0.24678, -3.74230, -3.26811], [-1.46564, -4.57955, -2.51205], [-0.02428, -3.81249, -1.18648], [-1.24701, -7.11261, -3.15474], [-0.68073, -6.99465, -1.41578], [0.23025, -7.78423, -2.60865], [1.05779, -3.73561, -1.16026], [-0.36983, -4.33537, -0.29418], [-0.44505, -2.81521, -1.06244], [-5.03057, 2.00573, 3.58032], [-3.87652, 1.18712, 4.09303], [-3.95969, 0.17816, 4.69792], [-2.49182, 1.74027, 3.81975], [-2.05145, 1.38044, 2.93705], [-2.58242, 2.74886, 3.70068], [-1.52051, 1.57415, 4.97072], [-5.81482, 1.95517, 4.33184], [-5.38759, 1.57915, 2.64423], [-4.71932, 3.04231, 3.44634], [-2.07958, 1.62525, 5.90256], [-0.76663, 2.35138, 4.91268], [-1.09440, 0.57566, 4.95497], [5.10822, -3.23363, -1.50229], [4.40370, -2.18840, -0.67861], [3.47612, -1.55119, -1.02391], [4.86626, -2.12233, 0.77617], [5.64449, -2.74714, 0.99722], [5.21670, -1.16919, 0.92785], [3.75728, -2.49675, 1.74172], [6.16048, -2.96813, -1.62373], [4.69821, -3.16877, -2.50895], [4.91496, -4.22517, -1.09503], [2.80680, -2.13503, 1.36646], [3.97096, -2.15423, 2.75352], [3.82626, -3.58222, 1.78339], [-9.84416, -0.29698, -1.35889], [-8.69915, -1.23551, -1.59131], [-8.75793, -2.33581, -2.01499], [-7.30076, -0.63548, -1.48606], [-7.17338, 0.03851, -2.25072], [-7.23462, -0.02930, -0.66403], [-6.15013, -1.63159, -1.48913], [-9.83981, 0.43933, -2.16364], [-9.69674, 0.24190, -0.41851], [-10.74677, -0.89049, -1.26829], [-6.20566, -2.38489, -2.26438], [-6.30738, -2.13953, -0.53846], [-5.25216, -1.02351, -1.44846], [5.35473, -2.57759, 6.00486], [4.44782, -1.57010, 5.43762], [4.72289, -3.25494, 6.91208], [5.86010, -3.46250, 4.82234], [4.91260, -4.20575, 4.23035], [6.46708, -2.73885, 3.81389], [6.80423, -4.30617, 5.26293], [4.93895, -0.47590, 4.71065], [3.70289, 0.23891, 4.21363], [2.94579, -0.44325, 3.83340], [3.27186, 0.84080, 5.01755], [3.97792, 0.91897, 3.39905], [5.50204, -0.73224, 3.79566], [5.63121, 0.11106, 5.32446], [6.23728, -2.05864, 6.44177], [-0.51565, -1.58757, -4.27681], [-1.42052, -0.48987, -4.60630], [-1.00024, -2.71331, -4.77909], [0.92658, -1.24936, -4.68064], [0.99754, -1.04297, -6.00019], [1.43888, -0.19021, -4.03554], [1.75948, -2.28950, -4.41625], [-1.33082, 0.69134, -3.84508], [-2.42668, 1.59767, -4.40071], [-3.37673, 1.06088, -4.38552], [-2.50230, 2.49747, -3.78240], [-2.18670, 1.95620, -5.39904], [-0.38230, 1.22460, -3.96052], [-1.49177, 0.50422, -2.77345], [-0.61212, -1.58857, -3.15477]],
  "mulliken_charge": [-0.065, -0.231, -0.264, 0.234, 0.928, -0.069, -0.348, -1.012, 0.185, -0.521, -0.290, 0.424, -0.135, -0.218, -0.109, 0.677, -0.203, -0.250, -0.222, 0.932, -0.565, -0.653, -0.451, 1.058, -0.748, -0.594, 0.405, -0.280, -0.184, -0.055, -0.523, 0.635, -0.333, 0.516, -0.141, 0.458, -0.698, 0.082, 0.106, 0.521, 0.445, 0.182, 0.239, -1.297, 0.698, -0.401, 0.425, -0.092, 0.421, -0.715, 0.387, 0.343, 0.357, 0.386, 0.418, -0.093, -1.081, 0.814, -0.375, 0.518, -0.174, 0.429, -0.871, 0.404, 0.099, 0.376, 0.425, 0.399, 0.316, -1.392, 0.400, -0.277, 0.033, 0.447, 0.413, -0.287, 0.439, 0.352, 0.396, 0.025, -0.144, 0.476, -1.056, 0.575, -0.369, -0.128, 0.406, 0.362, -0.772, 0.342, 0.367, 0.320, 0.390, 0.394, 0.140, -0.133, -0.260, -0.838, 0.787, -0.294, -0.312, -0.275, -0.357, -0.820, 0.054, 0.415, 0.330, 0.064, 0.488, 0.177, 1.293, -0.498, -1.028, 0.853, -0.313, -0.196, -0.287, 0.686, -1.495, 0.303, 0.302, 0.408, 0.248, -0.336, -0.802],
  "e_above_lowest_kcal_mol": 116.40,
  "gap_ev": 3.04,
  "multiplicity": 1,
  "homo_ha": -0.2715,
  "total_charge": 1
}

> Which formula does entry 2 have?

C23H30N4O3S